Here is a 2-piece molecular cluster, C2HF3N2 overall at a distorted geometry from OMol25. Energies are from the ωB97M-V functional and the def2-TZVPD basis.

```
! wB97M-V def2-TZVPD RIJCOSX def2/J DEFGRID3
* xyz 0 3
C -0.122 0.511 0.246
C 2.655 -0.011 0.036
N 0.245 1.602 -0.272
N 1.085 0.992 0.743
F 3.751 0.851 -0.153
F 3.053 -0.946 0.864
F 2.297 -0.481 -1.159
H -0.926 -0.002 0.738
*
```

HOMO-LUMO gap (alpha / beta), eV: 7.15 / 9.03
Energy, a.u.: -485.65243
ΔE to the lowest compared entry with this formula, charge and spin, kJ/mol: 103.8

=====

Here is C41H45N2P2PtSi2 as an isolated structure from OMol25. Energies are from the ωB97M-V functional and the def2-TZVPD basis.

```
! wB97M-V def2-TZVPD RIJCOSX def2/J DEFGRID3
* xyz -1 1
Pt 0.765 -0.412 -0.481
C -3.128 -2.367 -3.067
Si -1.316 -2.093 -2.616
C -0.483 -1.610 -4.217
C -0.613 -3.719 -2.014
N -1.127 -0.849 -1.450
P -1.873 -0.511 -0.041
C -0.743 0.068 1.027
P 0.090 1.472 1.345
N 1.291 1.658 0.277
Si 2.902 2.223 0.328
C 3.466 2.669 -1.398
C 4.061 0.938 1.041
C 3.079 3.796 1.355
C -0.945 2.965 1.441
C -0.807 3.978 0.499
C -1.665 5.071 0.516
C -2.667 5.152 1.471
C -2.816 4.138 2.410
C -1.961 3.048 2.391
C 0.803 1.360 3.029
C 1.255 0.120 3.477
C 1.904 0.011 4.696
C 2.095 1.136 5.490
C 1.634 2.371 5.059
C 0.996 2.481 3.830
C -3.309 0.570 -0.325
C -4.194 0.855 0.713
C -5.221 1.767 0.528
C -5.370 2.404 -0.698
C -4.488 2.129 -1.734
C -3.459 1.216 -1.547
C -2.611 -2.042 0.631
C -1.810 -2.869 1.416
C -2.290 -4.091 1.856
C -3.580 -4.494 1.529
C -4.391 -3.666 0.766
C -3.905 -2.445 0.317
H -3.176 -2.872 -4.037
H -3.676 -1.424 -3.153
H -3.646 -2.995 -2.341
H -0.682 -2.370 -4.979
H 0.594 -1.509 -4.100
H -0.876 -0.655 -4.576
H -0.446 -4.418 -2.839
H -1.286 -4.193 -1.295
H 0.344 -3.543 -1.517
H 3.448 1.792 -2.046
H 4.483 3.069 -1.384
H 2.805 3.427 -1.828
H 3.831 -0.042 0.614
H 3.938 0.872 2.125
H 5.108 1.169 0.826
H 2.253 4.489 1.169
H 4.010 4.308 1.095
H 3.103 3.579 2.424
H -0.029 3.888 -0.250
H -1.554 5.857 -0.220
H -3.338 6.003 1.483
H -3.606 4.197 3.150
H -2.079 2.248 3.114
H 1.075 -0.743 2.845
H 2.263 -0.955 5.032
H 2.598 1.049 6.445
H 1.776 3.249 5.677
H 0.644 3.448 3.489
H -4.068 0.362 1.671
H -5.903 1.989 1.339
H -6.171 3.119 -0.843
H -4.599 2.632 -2.687
H -2.749 1.001 -2.338
H -0.815 -2.519 1.667
H -1.660 -4.736 2.455
H -3.955 -5.450 1.874
H -5.401 -3.973 0.519
H -4.536 -1.799 -0.282
C 4.689 -4.318 -1.160
C 3.684 -3.973 -0.230
C 2.889 -2.884 -0.454
C 3.037 -2.074 -1.610
C 2.185 -0.936 -1.821
C 2.417 -0.218 -2.973
C 3.419 -0.558 -3.909
C 4.226 -1.641 -3.706
C 4.048 -2.428 -2.540
C 4.862 -3.561 -2.284
H 5.321 -5.180 -0.982
H 3.543 -4.574 0.661
H 2.112 -2.614 0.253
H 1.803 0.652 -3.181
H 3.544 0.056 -4.795
H 5.000 -1.908 -4.416
H 5.631 -3.819 -3.004
*
```

HOMO-LUMO gap, eV: 6.82
Energy, a.u.: -3080.05026
ΔE to the lowest compared entry with this formula, charge and spin, kJ/mol: 64.7

=====

Here is a 2-piece molecular cluster, CH7N overall at a distorted geometry from OMol25. Energies are from the ωB97M-V functional and the def2-TZVPD basis.

```
! wB97M-V def2-TZVPD RIJCOSX def2/J DEFGRID3
* xyz 0 1
C 1.712 -0.042 0.077
H 2.032 -0.295 1.060
H 0.606 -0.064 0.093
H 2.273 -0.574 -0.698
H 2.036 1.000 -0.130
N -1.971 -0.019 0.153
H -1.784 0.858 -0.351
H -1.901 -0.847 -0.439
H -3.003 -0.017 0.236
*
```

HOMO-LUMO gap, eV: 11.53
Energy, a.u.: -97.03295
ΔE to the lowest compared entry with this formula, charge and spin, kJ/mol: 23.3

=====

Which of these has the lowest ΔE to the lowest compared entry with this formula, charge and spin?
CH7N